# 1
17 unconnected molecules or ions with the total composition C57H114O23 in a non-equilibrium geometry. Source: OMol25; level of theory: wB97M-V/def2-TZVPD.

Calculated values
Frontier orbital gap in eV: 8.8
E_HOMO in eV: -8.645
Energy in eV: -108049.24265

The geometry in XYZ format:
```
194
Properties=species:S:1:pos:R:3:mulliken_charge:R:1
O -0.83 -6.00 0.00 -0.630
C -0.04 -5.11 0.37 0.721
O -0.33 -3.84 0.38 0.248
C -1.67 -3.39 -0.01 0.249
C -2.74 -3.30 1.12 -0.915
C 1.36 -5.38 0.81 -0.640
H -2.02 -4.00 -0.85 0.669
H -1.60 -2.40 -0.46 -0.634
H -2.42 -2.58 1.88 -0.206
H -2.94 -4.23 1.66 0.520
H -3.67 -2.84 0.78 0.352
H 1.70 -6.34 0.43 0.391
H 1.40 -5.31 1.90 -0.005
H 2.02 -4.60 0.44 -0.072
O 1.27 -1.45 8.79 -0.600
C 1.73 -1.87 7.75 0.628
O 1.55 -1.37 6.53 0.196
C 0.90 -0.14 6.41 -0.848
C 1.02 0.29 4.89 0.051
C 2.72 -2.95 7.83 -0.836
H 1.37 0.60 7.06 0.450
H -0.13 -0.26 6.75 0.323
H 0.44 1.21 4.78 -0.188
H 0.61 -0.46 4.21 -0.266
H 2.05 0.42 4.57 0.573
H 2.17 -3.84 7.50 0.275
H 3.19 -3.01 8.80 0.312
H 3.45 -2.68 7.06 0.113
O -2.51 4.62 0.41 -0.507
C -2.12 5.33 -0.49 0.825
O -1.08 5.11 -1.24 -0.391
C -0.19 3.98 -0.94 1.125
C 0.95 4.03 -1.94 -0.820
C -2.77 6.61 -0.74 -1.339
H -0.83 3.11 -1.08 -0.415
H 0.11 4.02 0.11 -0.013
H 1.64 4.82 -1.65 0.515
H 0.58 4.30 -2.92 0.341
H 1.42 3.04 -2.00 -0.298
H -2.08 7.24 -1.31 0.385
H -3.06 7.10 0.19 0.339
H -3.62 6.45 -1.41 0.259
O -3.12 0.14 -1.97 0.041
C -4.29 -0.27 -1.71 0.450
O -5.22 0.46 -1.01 -0.363
C -5.01 1.77 -0.61 0.470
C -6.02 2.12 0.47 -1.261
C -4.65 -1.67 -2.00 -0.657
H -4.98 2.57 -1.34 0.087
H -4.01 1.84 -0.18 -0.020
H -7.05 2.05 0.13 0.393
H -5.96 3.16 0.78 0.384
H -5.88 1.42 1.30 0.131
H -5.67 -1.91 -1.72 0.300
H -3.99 -2.28 -1.39 -0.145
H -4.55 -1.84 -3.07 0.246
O 4.66 1.81 1.91 -0.662
C 3.67 2.06 1.21 0.334
O 3.55 1.82 -0.09 0.137
C 4.71 1.50 -0.87 0.035
C 4.31 1.80 -2.36 -0.663
C 2.47 2.68 1.81 0.427
H 4.98 0.46 -0.71 -0.411
H 5.54 2.17 -0.63 0.441
H 3.56 1.09 -2.70 -0.311
H 5.15 1.89 -3.06 0.576
H 3.81 2.77 -2.35 0.325
H 1.66 2.66 1.08 -0.503
H 2.59 3.64 2.31 0.703
H 2.16 2.04 2.64 -0.551
O 1.92 2.45 -4.72 -0.699
C 0.91 1.83 -5.02 0.045
O 0.34 1.93 -6.22 -0.276
C 0.90 2.65 -7.32 -0.325
C -0.11 2.84 -8.51 -1.137
C 0.28 0.80 -4.09 2.532
H 1.76 2.06 -7.64 0.288
H 1.44 3.53 -6.96 0.375
H -0.96 3.38 -8.10 0.205
H -0.37 1.86 -8.91 0.268
H 0.36 3.36 -9.34 0.404
H -0.74 1.05 -3.81 0.245
H 0.90 0.76 -3.19 -1.073
H 0.27 -0.19 -4.55 -1.116
C -3.60 5.36 -4.64 -1.280
C -2.87 4.08 -4.82 0.851
O -1.71 3.95 -5.26 -0.490
C -3.68 2.86 -4.50 -0.625
H -2.91 6.18 -4.83 0.352
H -3.83 5.41 -3.57 0.155
H -4.49 5.49 -5.26 0.412
H -3.61 2.45 -3.49 -0.100
H -3.47 2.08 -5.24 0.238
H -4.70 3.25 -4.49 0.469
C 6.80 -1.86 -2.26 -1.288
C 5.46 -2.37 -1.80 0.896
O 4.51 -1.60 -1.63 -0.168
C 5.26 -3.89 -1.64 -1.114
H 6.76 -1.53 -3.30 0.293
H 7.63 -2.51 -1.98 0.382
H 7.03 -0.92 -1.75 0.328
H 4.31 -4.13 -1.17 -0.074
H 6.10 -4.21 -1.03 0.489
H 5.44 -4.47 -2.55 0.385
C -2.31 3.30 3.33 -0.199
C -0.97 4.03 3.45 0.831
O 0.02 3.44 3.92 -0.518
C -0.93 5.50 3.13 -1.176
H -2.76 3.34 4.32 0.510
H -2.30 2.25 3.05 -0.738
H -2.96 3.87 2.66 0.449
H -1.72 6.00 3.69 0.420
H -1.20 5.72 2.09 -0.022
H 0.06 5.91 3.29 0.356
C 3.89 -0.69 -5.23 -0.674
C 2.84 -1.46 -5.96 0.903
O 2.51 -2.60 -5.66 -0.571
C 2.25 -0.76 -7.20 -0.718
H 4.73 -0.63 -5.91 0.547
H 4.21 -1.25 -4.35 -0.178
H 3.57 0.29 -4.87 0.040
H 1.36 -0.18 -6.93 -0.190
H 1.98 -1.51 -7.94 0.422
H 3.00 -0.05 -7.55 0.494
C -2.22 -1.46 -5.15 0.388
C -2.08 -2.56 -6.17 0.230
O -2.94 -3.44 -6.28 -0.642
C -0.81 -2.50 -7.04 -0.601
H -1.89 -0.47 -5.48 0.020
H -1.63 -1.75 -4.29 -0.274
H -3.25 -1.38 -4.80 0.262
H 0.01 -2.05 -6.49 -0.264
H -0.94 -1.94 -7.97 0.390
H -0.58 -3.53 -7.34 0.384
C 4.03 -1.91 4.03 -0.491
C 4.81 -1.23 3.00 0.556
O 5.52 -0.24 3.24 -0.638
C 4.66 -1.77 1.57 -0.090
H 2.99 -1.59 3.98 -0.277
H 4.35 -1.67 5.05 0.291
H 4.13 -2.98 3.92 0.489
H 3.63 -2.08 1.43 -0.083
H 5.31 -2.63 1.43 0.583
H 4.93 -1.01 0.84 -0.386
C 1.18 -4.51 4.91 -0.380
C -0.23 -4.97 4.48 0.340
O -0.44 -6.18 4.25 -0.640
C -1.38 -3.93 4.58 -0.620
H 1.39 -3.64 4.30 -0.113
H 1.95 -5.26 4.73 0.367
H 1.15 -4.37 5.99 0.096
H -1.42 -3.63 5.62 0.510
H -2.29 -4.48 4.34 0.389
H -1.17 -3.10 3.90 -0.138
C -2.73 2.26 9.60 -1.226
C -1.70 2.24 8.50 0.652
O -0.50 2.25 8.78 -0.551
C -2.11 2.16 7.01 -0.479
H -2.25 2.53 10.55 0.346
H -3.20 1.28 9.68 0.285
H -3.56 2.93 9.41 0.357
H -2.55 3.14 6.85 0.471
H -2.95 1.47 6.91 0.207
H -1.29 1.92 6.33 -0.080
C -4.07 -1.54 5.09 -1.710
C -3.34 -0.66 4.15 0.662
O -2.13 -0.45 4.35 0.114
C -4.11 -0.12 3.02 -0.879
H -4.88 -2.09 4.60 0.453
H -4.55 -0.82 5.75 0.452
H -3.39 -2.18 5.65 0.182
H -3.73 -0.41 2.04 -0.046
H -4.18 0.96 3.16 0.343
H -5.17 -0.35 3.06 0.673
C -0.80 0.15 1.37 2.124
C 0.44 -0.21 0.59 0.198
O 1.44 -0.58 1.19 -0.258
C 0.36 -0.12 -0.87 1.014
H -1.08 1.21 1.33 -0.045
H -0.59 0.03 2.43 -1.292
H -1.64 -0.48 1.06 -0.661
H 0.08 0.90 -1.11 -0.245
H -0.47 -0.73 -1.24 -0.157
H 1.24 -0.45 -1.44 -0.495
C 1.39 -5.12 -3.61 -1.657
C 0.48 -4.01 -3.30 0.965
O -0.73 -4.12 -3.41 -0.585
C 1.09 -2.70 -2.77 1.598
H 1.75 -5.00 -4.63 0.347
H 0.77 -6.02 -3.56 0.465
H 2.30 -5.13 -3.02 0.238
H 0.87 -2.71 -1.71 0.094
H 0.54 -1.89 -3.24 -1.415
H 2.13 -2.58 -3.10 -0.127
```

# 2
15 unconnected molecules or ions with the total composition C57H114O34S5 in a non-equilibrium geometry. Source: OMol25; level of theory: wB97M-V/def2-TZVPD.

Calculated values
Frontier orbital gap in eV: 9.9
E_HOMO in eV: -9.526
Energy in eV: -184747.65511

The geometry in XYZ format:
```
210
Properties=species:S:1:pos:R:3:mulliken_charge:R:1
C -7.34 -5.77 -4.12 -1.273
C -6.08 -4.96 -3.91 -0.074
O -6.38 -3.65 -3.36 -0.381
C -5.24 -2.98 -3.10 0.713
O -4.16 -3.41 -3.30 -0.521
O -5.52 -1.79 -2.57 -0.390
C -4.37 -0.93 -2.51 -0.386
H -7.99 -5.73 -3.23 0.314
H -7.00 -6.78 -4.18 0.395
H -7.91 -5.49 -5.00 0.319
H -5.55 -4.80 -4.86 0.284
H -5.42 -5.50 -3.23 0.255
H -3.60 -1.25 -1.83 0.087
H -4.75 0.06 -2.22 0.182
H -3.81 -0.90 -3.45 0.500
C 4.65 3.32 0.36 -1.597
C 4.05 2.73 1.60 1.576
O 4.67 3.27 2.80 -0.515
C 3.81 3.28 3.82 0.483
O 2.70 2.91 3.78 -0.048
O 4.48 3.63 4.96 -0.428
C 3.60 3.84 6.00 -0.531
H 5.72 3.19 0.30 0.527
H 4.46 4.41 0.29 0.323
H 4.23 2.87 -0.53 0.074
H 4.10 1.65 1.67 -0.098
H 2.98 3.03 1.64 -0.413
H 2.87 4.57 5.63 0.139
H 4.06 4.24 6.90 0.322
H 3.12 2.93 6.30 0.192
C 3.61 -3.39 0.67 0.462
C 5.09 -3.69 0.81 -1.013
O 5.89 -2.70 0.16 -0.258
C 6.04 -1.57 0.89 0.891
O 5.66 -1.30 2.00 -0.614
O 6.82 -0.71 0.18 -0.335
C 7.14 0.51 0.87 -0.399
H 3.08 -3.83 -0.21 -0.004
H 3.47 -2.31 0.71 -0.341
H 3.06 -3.80 1.54 0.131
H 5.55 -4.59 0.40 0.500
H 5.32 -3.70 1.90 0.337
H 8.22 0.70 0.79 0.351
H 6.86 0.52 1.90 0.363
H 6.62 1.29 0.32 -0.143
C 5.43 0.67 -3.08 -1.070
C 5.00 0.74 -4.55 -0.063
O 4.94 -0.64 -5.02 -0.200
C 4.20 -0.84 -6.11 0.702
O 3.60 0.01 -6.69 -0.625
O 4.25 -2.12 -6.46 -0.252
C 3.26 -2.53 -7.44 -0.775
H 5.33 1.66 -2.70 0.487
H 6.47 0.40 -2.91 0.458
H 4.79 -0.08 -2.59 0.059
H 5.68 1.32 -5.16 0.400
H 4.02 1.22 -4.71 -0.162
H 3.43 -3.60 -7.61 0.255
H 3.33 -2.06 -8.45 0.300
H 2.28 -2.40 -7.00 0.332
C 0.03 -4.71 1.50 -1.348
C -0.93 -3.66 1.13 2.050
O -2.24 -4.26 1.03 -0.645
C -3.23 -3.37 1.02 0.380
O -3.15 -2.25 1.41 -0.001
O -4.29 -3.92 0.46 -0.414
C -5.50 -3.20 0.46 -0.442
H 1.03 -4.29 1.33 -0.135
H -0.04 -5.58 0.81 0.411
H -0.06 -5.10 2.49 0.384
H -0.76 -3.31 0.12 -0.396
H -0.96 -2.93 1.89 -0.174
H -5.36 -2.19 0.10 0.094
H -5.96 -3.13 1.46 0.272
H -6.19 -3.76 -0.13 0.228
C -5.05 1.13 0.73 -0.695
C -4.59 2.21 1.75 0.612
O -4.75 3.46 1.00 -0.075
C -4.86 4.63 1.61 0.589
O -4.84 4.86 2.78 -0.617
O -4.97 5.71 0.72 -0.368
C -5.18 5.54 -0.65 -0.279
H -4.99 0.17 1.29 0.162
H -4.36 1.10 -0.11 -0.105
H -6.10 1.26 0.44 0.627
H -3.56 2.00 2.02 -0.804
H -5.23 2.20 2.62 0.620
H -6.17 5.06 -0.80 0.307
H -4.42 4.95 -1.12 -0.125
H -5.13 6.48 -1.18 0.294
C -6.47 4.71 -6.09 -1.148
C -5.25 4.95 -5.08 -0.073
O -4.94 3.58 -4.64 -0.291
C -3.87 3.57 -3.77 0.520
O -3.17 4.50 -3.59 -0.513
O -3.85 2.36 -3.19 -0.270
C -2.69 2.00 -2.34 1.933
H -6.60 5.46 -6.87 0.351
H -7.38 4.72 -5.49 0.320
H -6.39 3.73 -6.61 0.291
H -5.55 5.53 -4.20 0.179
H -4.42 5.40 -5.61 0.278
H -1.79 2.06 -2.95 0.029
H -2.79 0.99 -1.92 -1.095
H -2.61 2.74 -1.52 -0.479
C -0.65 -3.04 -2.74 -0.372
C 0.59 -4.02 -3.00 0.770
O 1.67 -3.91 -2.49 -0.332
C 0.22 -5.20 -3.86 -1.383
H -1.59 -3.58 -2.62 0.400
H -0.72 -2.43 -3.64 0.689
H -0.36 -2.37 -1.95 -0.769
H -0.68 -5.06 -4.43 0.383
H 0.00 -5.98 -3.12 0.375
H 1.07 -5.62 -4.41 0.327
C 1.40 0.71 -3.59 0.341
C 0.64 1.36 -4.71 0.791
O -0.55 1.11 -4.83 -0.618
C 1.46 2.22 -5.74 -1.264
H 0.71 0.37 -2.81 -0.282
H 2.16 1.27 -3.09 0.077
H 1.95 -0.10 -4.03 0.166
H 2.32 1.73 -6.21 0.188
H 1.94 2.98 -5.14 0.297
H 0.77 2.64 -6.47 0.405
C -1.06 0.59 1.57 1.059
C -0.33 0.35 0.28 0.136
O -0.85 0.64 -0.79 0.201
C 1.08 -0.25 0.45 0.062
H -0.39 1.14 2.23 -0.353
H -1.22 -0.37 2.07 -0.303
H -1.94 1.16 1.43 -0.590
H 1.08 -1.08 1.17 -0.146
H 1.73 0.54 0.93 -0.328
H 1.49 -0.63 -0.50 0.264
C -1.46 4.70 0.01 1.527
C -1.16 5.48 -1.27 -1.006
C 0.01 4.90 -1.99 -0.128
S 1.19 4.34 -0.72 0.947
O 1.97 5.52 -0.28 -0.792
O 1.80 3.06 -1.16 -0.445
C -0.17 3.97 0.46 -0.049
H -2.25 3.94 -0.23 -1.739
H -1.85 5.37 0.81 0.435
H -0.87 6.50 -0.90 0.359
H -2.02 5.56 -1.93 0.346
H 0.47 5.64 -2.64 0.676
H -0.38 4.00 -2.44 -0.292
H 0.22 4.24 1.43 0.917
H -0.26 2.90 0.37 -1.114
C -1.39 5.50 5.36 -0.807
C -0.20 4.65 5.93 -0.376
C -0.27 3.22 5.32 0.098
S -1.81 3.21 4.36 1.426
O -2.55 1.98 4.60 -0.712
O -1.51 3.62 2.99 -0.559
C -2.59 4.61 5.22 -0.926
H -1.08 5.85 4.36 0.152
H -1.64 6.41 5.92 0.546
H -0.20 4.65 7.02 0.342
H 0.72 5.11 5.62 0.124
H -0.39 2.42 6.07 0.455
H 0.55 2.90 4.69 -0.521
H -2.92 4.23 6.20 0.400
H -3.42 4.99 4.67 0.406
C -4.65 -2.25 5.23 -0.719
C -3.54 -1.26 4.76 0.523
C -2.96 -0.56 5.99 -0.013
S -2.75 -1.97 7.12 1.113
O -3.21 -1.57 8.44 -0.723
O -1.40 -2.54 6.92 -0.599
C -3.94 -3.12 6.31 -0.828
H -5.03 -2.85 4.40 0.227
H -5.55 -1.73 5.60 0.341
H -3.89 -0.57 4.01 -0.012
H -2.75 -1.76 4.20 -0.236
H -3.64 0.16 6.46 0.405
H -1.94 -0.12 5.91 -0.285
H -4.61 -3.48 7.10 0.441
H -3.31 -3.88 5.91 0.375
C 5.58 -3.41 -3.63 0.218
C 4.39 -4.42 -3.93 -0.337
C 4.47 -5.46 -2.83 -0.249
S 6.30 -5.89 -2.79 1.139
O 6.58 -6.94 -3.71 -0.690
O 6.79 -5.98 -1.43 -0.649
C 6.86 -4.28 -3.58 -1.007
H 5.34 -2.93 -2.67 -0.046
H 5.68 -2.69 -4.44 0.199
H 4.49 -4.92 -4.90 0.320
H 3.46 -3.89 -3.91 -0.050
H 3.97 -6.43 -2.97 0.586
H 4.34 -5.04 -1.86 -0.265
H 7.22 -4.53 -4.54 0.479
H 7.67 -3.81 -2.94 0.393
C 3.83 -1.10 4.95 -0.846
C 3.23 -2.39 5.52 -0.662
C 1.77 -2.07 5.93 -0.952
S 1.19 -0.96 4.59 1.151
O 0.51 0.21 5.18 -0.656
O 0.49 -1.78 3.59 -0.509
C 2.84 -0.52 3.95 1.841
H 4.80 -1.25 4.51 0.464
H 3.95 -0.40 5.75 0.385
H 3.86 -2.80 6.29 0.526
H 3.17 -3.11 4.69 0.155
H 1.67 -1.54 6.86 0.356
H 1.08 -2.92 5.89 0.452
H 2.91 0.54 3.86 -1.267
H 2.95 -1.02 2.98 -0.608
```

- Which formula does entry 2 have?
  C57H114O34S5

- What is the formula in the second record?
  C57H114O34S5